(1)
This record from the OMol25 dataset describes a molecular structure, C22H42ClN2OP2W at a distorted geometry. The level of theory is wB97M-V/def2-TZVPD.

The geometry in XYZ format:
```
71
Properties=species:S:1:pos:R:3:lowdin_spin:R:1
W 0.05483 0.05883 -0.24138 1.835
P 2.39402 0.75118 -0.09768 0.047
P -2.22449 -0.26793 -1.09588 0.047
N 0.15191 1.21237 -1.87573 -0.299
C 2.58725 1.57071 -1.71945 0.007
H 3.31697 2.39151 -1.69156 0.000
H 2.92099 0.82855 -2.45720 0.000
C 1.25395 2.12013 -2.18454 -0.024
H 1.05284 3.13496 -1.77448 -0.015
H 1.25634 2.21435 -3.28490 -0.008
C -1.00119 1.62244 -2.67383 -0.023
H -0.60444 1.80148 -3.68893 -0.008
H -1.40413 2.59332 -2.30918 -0.015
C -2.06692 0.54630 -2.72723 0.007
H -1.75235 -0.19926 -3.47041 0.000
H -3.00800 1.00100 -3.06581 0.000
C -3.55957 0.80574 -0.32511 0.010
C -3.65187 0.68681 1.19160 0.001
H -4.36199 1.44609 1.53768 0.000
H -2.70385 0.87228 1.70952 0.001
H -4.03583 -0.29496 1.50071 0.000
C -2.59234 -2.01624 -1.60599 0.026
C -2.86557 -2.95254 -0.42418 0.001
H -3.10625 -3.94791 -0.81475 0.000
H -3.71850 -2.60813 0.18347 0.000
H -1.99554 -3.07430 0.23326 0.001
C 3.59056 -0.65371 -0.26663 0.025
C 3.71373 -1.49436 1.00683 0.002
H 4.45788 -2.28103 0.83995 0.000
H 2.77549 -1.99685 1.27606 0.001
H 4.04326 -0.88523 1.86548 0.000
C 2.75394 2.19354 1.04031 0.010
C 2.27626 1.97139 2.46901 0.001
H 2.40670 2.91091 3.01835 0.000
H 2.87760 1.20309 2.97492 0.000
H 1.21819 1.69410 2.54255 0.001
C -0.51404 1.67473 0.68423 0.097
O -0.83519 2.76268 1.03727 0.150
C -3.70101 -2.15201 -2.67454 0.007
H -4.68143 -1.83835 -2.27875 0.000
H -3.46988 -1.58237 -3.58781 0.000
H -3.76012 -3.21834 -2.94686 0.002
C 4.99226 -0.24569 -0.77982 0.007
H 5.57433 -1.17339 -0.90684 0.002
H 4.94471 0.26108 -1.75625 0.000
H 5.51481 0.39693 -0.05113 0.000
C 4.24319 2.57066 1.02767 0.001
H 4.36818 3.46518 1.65991 0.001
H 4.84108 1.75258 1.46486 0.000
H 4.61719 2.81439 0.02037 0.000
C -4.93132 0.55562 -0.97022 0.001
H -5.27508 -0.46744 -0.74119 0.000
H -5.64668 1.26799 -0.52733 0.001
H -4.92956 0.71669 -2.06040 0.000
H -3.21810 1.82912 -0.57877 -0.001
H 2.16186 3.01594 0.59142 -0.001
H -1.62940 -2.30958 -2.07115 0.001
H 3.10593 -1.26966 -1.05006 0.001
H 1.07176 -1.46658 -2.33888 -0.003
H 0.80017 -1.73971 -1.65338 0.004
Cl -3.05764 -2.77166 3.64063 0.000
C -1.52430 -2.07106 3.32147 0.003
C -0.47703 -2.21774 4.20795 0.009
C 0.75673 -1.66382 3.86858 0.002
C 0.88226 -0.99588 2.63628 0.016
N -0.11825 -0.92196 1.74471 0.038
C -1.31823 -1.43208 2.10048 0.021
H -0.58495 -2.82009 5.09674 0.000
H 1.63604 -1.76106 4.50002 0.000
H 1.85518 -0.54025 2.38873 0.003
H -2.14330 -1.38350 1.38717 0.005
```

Summary:
* multiplicity: 3
* gap between HOMO and LUMO (alpha / beta): 0.23527 / 0.20852 Eh
* relative energy (zero: lowest compared OMol25 entry of this formula, charge and spin): 0.0 kJ/mol
* HOMO energy (alpha / beta): -18.3 / -18.3 eV
* strongest force on any atom: 8.77 eV/A
* total charge: +3

***

(2)
This record from the OMol25 dataset describes a molecular structure, C22H42Cu2N4O24S2 at a distorted geometry. The level of theory is wB97M-V/def2-TZVPD.

The geometry in XYZ format:
```
96
Properties=species:S:1:pos:R:3:mulliken_charge:R:1
Cu 4.04899 5.59716 2.32426 0.545
Cu 4.78044 0.04977 2.56357 0.539
O 2.95321 1.97884 0.02430 -0.677
C 1.69709 1.37265 -0.43994 -0.190
C 1.39055 -0.15950 -0.41000 -0.284
O 1.49008 -0.85715 0.83263 -0.695
H 1.54248 1.70699 -1.46581 0.202
H 0.96241 1.92310 0.14774 0.193
H 2.07735 -0.68371 -1.07454 0.179
H 0.42126 -0.34330 -0.87345 0.204
C -3.65408 -3.57829 -3.73433 -0.620
N -4.84547 -4.09684 -4.47658 0.898
O -4.60442 -4.64723 -5.53558 -0.544
O -5.89429 -3.83617 -4.07028 -0.525
H -2.82376 -4.25574 -3.93362 0.281
H -3.86266 -3.59573 -2.66462 0.250
H -3.38401 -2.57239 -4.05577 0.260
C -5.15417 1.42564 -1.44376 -0.677
N -5.67695 2.21676 -2.53778 0.849
O -6.41275 3.16730 -2.25848 -0.514
O -5.45955 1.82395 -3.67513 -0.505
H -4.29747 0.85549 -1.80306 0.294
H -5.85586 0.69345 -1.04422 0.299
H -4.80421 2.04166 -0.61542 0.254
C 2.71918 5.81505 -4.33623 -0.656
N 1.27194 6.21527 -4.48258 0.812
O 1.02757 7.38188 -4.17139 -0.505
O 0.48438 5.42265 -5.05934 -0.497
H 2.82386 4.73070 -4.37277 0.276
H 2.96606 6.16064 -3.33237 0.290
H 3.38495 6.39199 -4.97809 0.280
C 3.37965 -4.22937 6.01526 -0.772
N 3.98878 -4.23827 7.39500 0.842
O 3.83658 -3.29168 8.15192 -0.507
O 4.56642 -5.27964 7.74100 -0.503
H 2.47958 -3.61765 5.95371 0.313
H 3.46998 -5.18495 5.49871 0.350
H 4.02951 -3.64122 5.36730 0.275
O 5.17662 0.44120 -7.46856 -0.626
C 3.91732 0.53338 -7.50234 0.506
O 3.13160 0.20380 -6.46751 -0.316
C 1.70706 0.43734 -6.66177 -0.256
C 1.71617 0.62998 -8.14426 -0.554
C 3.06089 1.19839 -8.62216 -0.373
H 1.48908 1.38439 -6.16811 0.208
H 1.09225 -0.35180 -6.22893 0.266
H 0.88911 1.29833 -8.38380 0.344
H 1.69814 -0.26465 -8.76669 0.274
H 3.09962 2.28010 -8.49361 0.251
H 3.37713 0.82401 -9.59578 0.274
O -0.17311 7.36627 1.23572 -0.656
C -1.41935 7.39886 1.22983 0.553
O -2.00532 8.41162 1.83931 -0.321
C -3.37370 8.30017 1.74278 -0.392
C -3.71156 7.23182 0.67573 -0.528
C -2.36403 6.37255 0.61256 -0.296
H -3.76348 9.28983 1.50455 0.320
H -3.84381 7.97811 2.67196 0.245
H -4.02462 7.74719 -0.23228 0.268
H -4.63059 6.73790 0.99118 0.319
H -2.19383 6.11636 -0.43314 0.236
H -2.35943 5.44681 1.18797 0.247
O 1.49943 2.08502 5.74050 -0.642
C 0.39739 1.79120 6.22150 0.564
O 0.28960 1.06506 7.30683 -0.346
C -1.07538 0.74061 7.71521 -0.361
C -1.94782 1.68453 6.88478 -0.503
C -1.07041 2.04666 5.70596 -0.397
H -1.29783 0.90959 8.76880 0.288
H -1.15750 -0.32313 7.49199 0.256
H -2.21246 2.53600 7.51175 0.257
H -2.91273 1.24985 6.62381 0.330
H -1.22463 3.07855 5.39052 0.286
H -1.33488 1.38876 4.87811 0.262
C 4.36394 -5.98354 -0.77838 -0.197
C 5.64629 -5.19822 -1.00837 -0.277
O 6.62361 -6.16615 -0.64229 -0.344
S 6.34609 -7.65856 -1.32398 1.112
O 6.79460 -8.83423 -0.60643 -0.500
O 6.66520 -7.68031 -2.74045 -0.512
O 4.72488 -7.33550 -1.02503 -0.344
H 3.53097 -5.62416 -1.38263 0.296
H 4.17663 -5.91430 0.29317 0.245
H 5.76051 -4.42116 -0.25257 0.245
H 5.79192 -4.80395 -2.01408 0.274
C -3.00587 -4.27220 3.95029 -0.279
C -2.63063 -5.52320 3.21985 -0.260
O -3.55873 -5.63826 2.18156 -0.318
S -5.04514 -5.04218 2.59360 1.078
O -5.90944 -6.16481 3.09741 -0.540
O -5.63373 -4.24376 1.54097 -0.499
O -4.46001 -4.08094 3.80629 -0.312
H -2.49529 -3.35946 3.64320 0.299
H -2.72913 -4.36134 5.00080 0.273
H -2.77501 -6.41370 3.83160 0.292
H -1.68927 -5.40684 2.68280 0.267
```

Summary:
* gap between HOMO and LUMO: 0.09694 Eh
* HOMO energy: -6.3 eV
* strongest force on any atom: 5.26 eV/A

***

(3)
This record from the OMol25 dataset describes a molecular structure, C22H42N6O5Pm at a distorted geometry. The level of theory is wB97M-V/def2-TZVPD.

The geometry in XYZ format:
```
76
Properties=species:S:1:pos:R:3:lowdin_spin:R:1
Pm -0.41713 0.24068 0.31947 4.034
O -0.24014 2.68352 1.25557 -0.002
C -0.91549 2.96327 2.51315 0.000
C -0.68394 1.77753 3.41017 0.000
N -1.13833 0.52577 2.79104 -0.004
C -2.62563 0.46638 2.66087 0.000
C -3.04256 0.96682 1.27474 0.000
O -3.62036 2.02827 1.12592 0.001
O -2.61336 0.18910 0.32259 -0.007
C -0.66753 -0.65795 3.53153 0.000
C -0.65387 -1.91368 2.64987 0.000
O -0.82041 -3.00068 3.14501 0.001
O -0.41717 -1.67444 1.38262 -0.010
H -0.23433 3.49602 0.73991 0.000
H -1.97599 3.12921 2.31864 0.000
H -0.48029 3.85464 2.96570 0.000
H -1.18085 1.95108 4.37238 0.000
H 0.38756 1.67907 3.60005 0.000
H -3.13270 1.04931 3.43333 0.000
H -2.92770 -0.57791 2.73750 0.000
H -1.28750 -0.86739 4.40723 0.000
H 0.35204 -0.49313 3.88956 0.000
N 1.33072 1.65388 -1.39410 -0.004
C 2.79879 1.69831 -1.60707 0.000
C 3.47825 0.41161 -1.14875 0.000
C 4.06867 0.50627 0.25666 0.000
C 3.07732 0.90473 1.33535 0.000
N 1.93156 -0.03137 1.40402 -0.004
H 0.90478 1.12479 -2.15235 0.000
H 0.96971 2.59608 -1.52289 0.000
H 3.19427 2.54821 -1.04727 0.000
H 3.01521 1.89218 -2.66013 0.000
H 4.27922 0.15422 -1.84363 0.000
H 2.76151 -0.41538 -1.20034 0.000
H 4.87304 1.24725 0.25381 0.000
H 4.52404 -0.44870 0.53123 0.000
H 2.69236 1.91200 1.15322 0.000
H 3.59730 0.93095 2.29544 0.000
H 1.72024 -0.20915 2.38036 0.000
H 2.20605 -0.94944 1.04820 0.000
N 2.07338 -2.81527 -0.14445 0.000
C 2.84547 -3.26646 0.95785 0.000
C 2.23046 -3.66266 2.14058 0.000
C 3.00961 -4.00525 3.23750 0.000
C 4.39446 -3.96566 3.16772 0.000
C 5.00320 -3.58320 1.98006 0.000
C 4.23574 -3.22741 0.88177 0.000
H 2.45668 -3.11046 -1.03231 0.000
H 1.10881 -3.11509 -0.06767 0.000
H 1.15173 -3.71874 2.20394 0.000
H 2.52021 -4.31925 4.15058 0.000
H 4.99433 -4.24405 4.02315 0.000
H 6.08260 -3.56133 1.90518 0.000
H 4.71486 -2.93083 -0.04510 0.000
C -3.41812 -1.34602 -4.52375 0.000
C -2.49961 -0.14076 -4.65330 0.000
N -2.74176 0.90976 -3.66040 0.000
C -3.95152 1.72816 -3.87377 0.000
C -5.13201 1.30790 -3.01117 0.000
C -1.99245 1.04409 -2.56379 0.000
C -2.15365 2.31000 -1.76181 0.000
N -1.10364 0.18953 -2.16584 -0.005
H -3.12871 -2.11803 -5.23619 0.000
H -4.45302 -1.07769 -4.73118 0.000
H -3.37373 -1.77039 -3.51918 0.000
H -2.61333 0.32488 -5.63326 0.000
H -1.45593 -0.44461 -4.58929 0.000
H -4.20492 1.63117 -4.92967 0.000
H -3.71297 2.77834 -3.71483 0.000
H -5.46231 0.29964 -3.25593 0.000
H -5.96919 1.98671 -3.17139 0.000
H -4.88328 1.32730 -1.95004 0.000
H -2.06920 3.20165 -2.38020 0.000
H -1.37373 2.35691 -1.00233 0.000
H -3.10128 2.33542 -1.22842 0.000
H -1.11453 -0.65025 -2.73169 0.000
```

Summary:
* multiplicity: 5
* gap between HOMO and LUMO (alpha / beta): 0.29637 / 0.29661 Eh
* relative energy (zero: lowest compared OMol25 entry of this formula, charge and spin): 90.4 kJ/mol
* HOMO energy (alpha / beta): -10.6 / -10.6 eV
* strongest force on any atom: 1.68 eV/A
* total charge: +1

***

Which value of strongest force on any atom does entry 1 give?
8.77 eV/A

***

Which value of strongest force on any atom does entry 1 give?
8.77 eV/A

***

Among the records above, which one has the highest strongest force on any atom?
C22H42ClN2OP2W